Record 1
Entry from the OMol25 dataset: 6 unconnected molecules or ions with the total composition C13H21N5O3 (wB97M-V/def2-TZVPD).

XYZ file:
```
42
Properties=species:S:1:pos:R:3
C 2.3950 -0.8588 2.2563
O 1.2211 -0.7767 1.4314
C 1.3257 0.0269 0.3798
O 2.3039 0.6569 0.0727
O 0.1591 0.0152 -0.2643
C 0.1592 0.5754 -1.5704
H 2.0976 -1.4399 3.1220
H 2.7117 0.1374 2.5499
H 3.1839 -1.3652 1.7045
H 0.7626 -0.0152 -2.2636
H 0.4887 1.6115 -1.5577
H -0.8449 0.4655 -1.9744
C 2.3207 2.9808 3.7487
C 1.9011 1.9061 4.6431
N 1.5720 1.0526 5.3409
H 3.3071 3.3266 4.0610
H 1.6232 3.8089 3.8092
H 2.4282 2.5754 2.7437
C -1.1270 0.0750 3.6277
C -1.0848 -1.0746 4.5224
N -1.0011 -2.0017 5.2033
H -1.8961 -0.0368 2.8696
H -0.1018 0.2463 3.3124
H -1.4064 0.9859 4.1695
C -2.1717 2.9903 -3.9182
C -2.3190 4.1623 -3.0444
N -2.4383 5.0805 -2.3743
H -1.4893 3.3107 -4.7061
H -3.1381 2.7477 -4.3566
H -1.8136 2.1345 -3.3578
C 1.6059 -3.2227 -1.2119
C 2.2671 -2.3951 -2.2126
N 2.7709 -1.7118 -2.9772
H 1.0573 -4.0646 -1.6207
H 0.8717 -2.5917 -0.7049
H 2.3497 -3.5594 -0.4921
C -3.8056 -2.7163 -3.6313
C -2.4427 -2.4586 -3.2047
N -1.3664 -2.2403 -2.8703
H -3.8129 -3.5919 -4.2789
H -4.1597 -1.8509 -4.1883
H -4.4643 -2.9002 -2.7878
```

Properties
Relative energy (zero: lowest compared OMol25 entry of this formula, charge and spin) (eV): 3.833
SMILES string: COC(=O)OC.CC#N.CC#N.CC#N.CC#N.CC#N
LUMO energy (eV): 0.14
HOMO energy (eV): -11.11

Atom charges from the natural (NBO) analysis, given in e for atoms 1 to 2: number 1, C, carries -0.26; number 2, O, carries -0.51

=====

Record 2
Entry from the OMol25 dataset: a molecular structure, C40H68HgN2O4PS2 (wB97M-V/def2-TZVPD).

XYZ file:
```
118
Properties=species:S:1:pos:R:3
Hg -1.0618 -0.1962 0.6158
C 0.8813 -2.3737 2.7963
N 0.3227 -2.6869 1.4957
C -0.5782 -3.8203 1.5725
C 1.3462 -2.9201 0.4882
C 2.0327 -1.6566 -0.0118
N 1.1805 -0.7769 -0.8094
C 0.8323 -1.3250 -2.1327
C -0.0138 -2.5658 -2.1905
C 0.4820 -3.7241 -2.7594
C -0.2878 -4.8778 -2.8904
C -1.6134 -4.7938 -2.4635
C -2.1791 -3.6477 -1.9154
C -1.3686 -2.4826 -1.7558
O -1.8429 -1.3820 -1.2740
C -3.6587 -3.5874 -1.5262
C -3.8072 -3.2671 -0.0310
C -4.3824 -4.9116 -1.7862
C -4.3663 -2.4993 -2.3490
C 0.3028 -6.1248 -3.5475
C 1.5949 -6.5424 -2.8308
C -0.6583 -7.3140 -3.5050
C 0.6268 -5.8261 -5.0192
C 1.8804 0.4856 -1.0598
C 2.2086 1.4545 0.0690
C 3.0400 2.4960 -0.3199
C 3.4211 3.5271 0.5267
C 2.9366 3.4659 1.8322
C 2.1023 2.4535 2.2849
C 1.6996 1.4062 1.3941
O 0.9302 0.4446 1.8061
C 1.5876 2.4447 3.7290
C 0.0521 2.4975 3.7458
C 2.0907 3.6455 4.5360
C 2.0680 1.1768 4.4516
C 4.3197 4.6518 0.0147
C 5.6830 4.0792 -0.3998
C 4.5586 5.7281 1.0747
C 3.6707 5.3271 -1.2022
H 1.5266 -3.1944 3.1639
H 1.4473 -1.4473 2.7439
H 0.0716 -2.2235 3.5123
H -0.0598 -4.7404 1.9023
H -1.3813 -3.6066 2.2797
H -1.0225 -4.0042 0.5935
H 2.1215 -3.6168 0.8637
H 0.8565 -3.4179 -0.3439
H 2.3662 -1.0616 0.8387
H 2.9291 -1.9496 -0.5904
H 0.2782 -0.5369 -2.6494
H 1.7681 -1.5032 -2.6955
H 1.5199 -3.7219 -3.0866
H -2.2408 -5.6674 -2.5686
H -3.3506 -4.0535 0.5774
H -3.3358 -2.3148 0.2048
H -4.8671 -3.2028 0.2347
H -3.9557 -5.7333 -1.2039
H -5.4304 -4.8040 -1.4956
H -4.3556 -5.1876 -2.8438
H -3.9382 -1.5182 -2.1529
H -4.2733 -2.7135 -3.4179
H -5.4307 -2.4741 -2.0965
H 1.3944 -6.7599 -1.7795
H 2.0237 -7.4364 -3.2960
H 2.3445 -5.7511 -2.8686
H -0.9444 -7.5575 -2.4797
H -1.5689 -7.1141 -4.0730
H -0.1755 -8.1926 -3.9423
H 1.3486 -5.0118 -5.1007
H 1.0459 -6.7087 -5.5150
H -0.2767 -5.5231 -5.5518
H 2.8353 0.2518 -1.5717
H 1.2808 1.0306 -1.7929
H 3.3965 2.4902 -1.3487
H 3.2101 4.2512 2.5211
H -0.2988 3.4003 3.2421
H -0.3712 1.6333 3.2380
H -0.3139 2.5207 4.7784
H 1.7445 4.5920 4.1137
H 1.7013 3.5736 5.5551
H 3.1820 3.6706 4.5953
H 1.7321 0.2907 3.9183
H 3.1604 1.1635 4.5121
H 1.6678 1.1525 5.4708
H 6.1627 3.5859 0.4484
H 5.5699 3.3399 -1.1944
H 6.3456 4.8724 -0.7626
H 5.0719 5.3235 1.9498
H 5.1816 6.5234 0.6559
H 3.6186 6.1734 1.4064
H 3.5273 4.6202 -2.0201
H 2.6908 5.7292 -0.9383
H 4.2979 6.1469 -1.5682
C -0.9947 3.3792 -1.7762
C -1.4173 3.7215 -0.3578
C -0.4416 4.7010 0.2743
O -2.6968 4.3581 -0.3378
P -4.1431 3.6219 -0.5307
S -5.1639 4.6555 -1.8580
S -3.8865 1.6816 -0.7689
O -4.8553 3.9850 0.8908
C -4.5083 3.6130 2.2248
C -4.4306 2.1168 2.4874
C -3.2415 4.3212 2.6840
H 0.0375 3.0169 -1.7639
H -1.0481 4.2771 -2.3975
H -1.6424 2.6145 -2.2020
H -1.4633 2.8015 0.2383
H -0.3860 5.6057 -0.3373
H 0.5519 4.2521 0.3414
H -0.7672 4.9891 1.2744
H -5.3502 4.0053 2.8062
H -3.5500 1.6682 2.0295
H -5.3026 1.6037 2.0832
H -4.3864 1.9600 3.5701
H -2.3582 3.8229 2.2857
H -3.1765 4.3042 3.7756
H -3.2402 5.3553 2.3386
```

Properties
Relative energy (zero: lowest compared OMol25 entry of this formula, charge and spin) (eV): 0.000
Total charge: -2
LUMO energy (spin up / spin down) (eV): 3.88 / 3.88
HOMO energy (spin up / spin down) (eV): -1.43 / -1.99
⟨S²⟩: 0.75
2S+1: 2

Atom charges from the Löwdin analysis, given in e for atoms 1 to 2: number 1, Hg, carries 1.02; number 2, C, carries -0.12

=====

Record 3
Entry from the OMol25 dataset: a molecular structure, C37H33CeIN3O4S (wB97M-V/def2-TZVPD).

XYZ file:
```
80
Properties=species:S:1:pos:R:3
Ce 0.8890 -1.0225 -0.7233
O 4.3682 -5.4314 -0.4218
C 4.2167 -4.9399 0.8258
C 4.9705 -5.5053 1.8503
C 4.9063 -4.9906 3.1319
C 4.0767 -3.9153 3.4219
C 3.2808 -3.3844 2.4221
C 3.3349 -3.8882 1.1270
C 2.4408 -3.3045 0.0877
O 1.2395 -2.9745 0.3723
N 2.9829 -3.2014 -1.1217
N 2.1669 -2.4918 -1.9867
C 2.2086 -2.6987 -3.2494
C 1.2476 -2.0626 -4.1316
C 1.5413 -1.9719 -5.4959
C 0.6541 -1.4236 -6.3959
C -0.5910 -0.9948 -5.9385
C -0.9193 -1.0952 -4.6045
C -0.0176 -1.6000 -3.6445
O -0.3670 -1.6327 -2.3819
H 3.9836 -4.7779 -1.0373
H 5.6229 -6.3349 1.6101
H 5.5206 -5.4258 3.9103
H 4.0441 -3.4996 4.4203
H 2.6116 -2.5607 2.6296
H 2.9314 -3.4006 -3.6669
H 2.5067 -2.3252 -5.8412
H 0.9110 -1.3510 -7.4442
H -1.3108 -0.5846 -6.6367
H -1.8919 -0.7798 -4.2433
C -3.0864 3.6228 1.0522
C -1.1091 3.4978 2.7125
C 0.1515 4.2464 3.1567
C -2.0519 3.4502 3.9229
C 0.2635 1.9072 1.2461
C 0.5951 1.3957 0.0021
H -3.7706 3.4137 1.8751
H -2.8826 2.6991 0.5101
H -3.5893 4.3050 0.3642
H -0.1286 5.2392 3.5176
H 0.8675 4.3729 2.3489
H 0.6476 3.7061 3.9612
H -2.3892 4.4530 4.1934
H -1.5128 3.0329 4.7754
H -2.9317 2.8280 3.7485
O 1.4769 -0.6448 1.5449
S 0.5927 -0.3708 2.7481
C -0.9915 -1.2164 2.3632
C -1.5751 -1.2468 1.0998
C -2.7405 -1.9676 0.8881
C -3.3326 -2.6496 1.9404
C -2.7557 -2.6130 3.2021
C -1.5836 -1.9017 3.4134
C 0.4126 1.3767 2.6437
C 0.9322 2.8466 0.3146
C 0.1299 3.9775 -0.2167
C -0.9450 4.5581 0.3116
C -1.7762 4.2638 1.5457
C -0.8348 2.0529 2.3064
H -1.1422 -0.6855 0.2795
H -3.1813 -1.9971 -0.1009
H -4.2453 -3.2058 1.7744
H -3.2133 -3.1548 4.0195
H -1.1145 -1.8909 4.3899
H 1.9989 3.0711 0.3957
H 0.5077 4.3832 -1.1534
H -1.3630 5.3824 -0.2640
H -2.0484 5.2416 1.9618
H -1.7474 1.4754 2.1344
I 1.7281 1.2913 -3.2218
C -0.3545 1.6554 -2.9659
C -0.9898 2.5584 -3.8001
C -2.3288 2.8104 -3.5507
C -2.9635 2.1496 -2.5085
C -2.2307 1.2477 -1.7587
N -0.9389 1.0063 -1.9843
H -0.4554 3.0449 -4.6028
H -2.8707 3.5186 -4.1640
H -4.0020 2.3362 -2.2735
H -2.6864 0.6962 -0.9431
```

Properties
LUMO energy (spin up / spin down) (eV): -0.29 / -0.30
HOMO energy (spin up / spin down) (eV): -7.32 / -7.33
⟨S²⟩: 0.75
2S+1: 2

Atom charges from the Löwdin analysis, given in e for atoms 1 to 2: number 1, Ce, carries 1.03; number 2, O, carries 0.05

=====

Record 4
Entry from the OMol25 dataset: 13 unconnected molecules or ions with the total composition C52H104O26S13 (wB97M-V/def2-TZVPD).

XYZ file:
```
195
Properties=species:S:1:pos:R:3
C 1.7705 9.1781 4.9232
C 0.6315 9.3867 3.9981
C 0.5584 10.9499 3.6860
S 0.8721 11.7871 5.3268
O -0.3636 12.0516 6.0784
O 1.7881 12.9428 5.1584
C 1.7110 10.2973 6.0388
H 2.6606 9.2593 4.2994
H 1.7080 8.2595 5.5067
H -0.2732 9.0632 4.5129
H 0.7794 8.7731 3.1094
H -0.3076 11.3829 3.1854
H 1.4004 11.2185 3.0481
H 1.1191 9.9650 6.8917
H 2.7003 10.6239 6.3591
C -1.0478 1.5762 0.9407
C -2.0400 0.7911 -0.0253
C -2.3458 -0.5405 0.5948
S -0.9215 -1.0669 1.6602
O -0.1220 -2.1048 1.0663
O -1.3186 -1.1219 3.0888
C 0.0640 0.4896 1.3683
H -1.4825 1.9725 1.8583
H -0.6098 2.4194 0.4065
H -1.5775 0.6026 -0.9941
H -2.9920 1.3184 -0.0864
H -2.5145 -1.3947 -0.0609
H -3.1361 -0.4148 1.3349
H 0.8093 0.2503 0.6097
H 0.5859 0.8070 2.2710
C 0.6912 -3.1323 -8.4996
C -0.1815 -4.0817 -9.4159
C -1.6899 -3.8257 -8.9799
S -1.7745 -1.9441 -8.7045
O -2.2546 -1.6745 -7.3787
O -2.4392 -1.2994 -9.8801
C 0.0780 -1.7774 -8.8394
H 1.7435 -3.2673 -8.7497
H 0.5574 -3.4928 -7.4797
H 0.0528 -5.1325 -9.2457
H 0.0514 -3.9533 -10.4730
H -1.6765 -4.4466 -8.0842
H -2.5990 -4.1275 -9.5000
H 0.3617 -1.0113 -8.1177
H 0.2233 -1.5473 -9.8948
C 7.4599 -2.5648 -1.8687
C 8.9935 -2.3843 -1.4689
C 9.5267 -1.2173 -2.2335
S 8.8751 -1.4001 -3.8807
O 9.4167 -2.5733 -4.5904
O 8.7430 -0.0383 -4.4703
C 7.1608 -1.8475 -3.2816
H 6.7539 -2.1750 -1.1354
H 7.3171 -3.6418 -1.9579
H 9.6632 -3.1925 -1.7630
H 9.0864 -2.4253 -0.3837
H 10.6018 -1.2041 -2.4126
H 9.1850 -0.2653 -1.8273
H 6.6408 -2.3348 -4.1063
H 6.6788 -0.8908 -3.0803
C -5.1166 8.1725 -1.2609
C -4.4117 8.4433 -2.5367
C -5.2921 8.3178 -3.7312
S -6.9226 9.0496 -3.1743
O -7.9607 8.0920 -3.5627
O -7.0946 10.4848 -3.5289
C -6.4704 8.9400 -1.3682
H -4.6650 8.4265 -0.3020
H -5.3440 7.1067 -1.2356
H -3.4524 7.9365 -2.6419
H -4.1507 9.5007 -2.4939
H -5.5457 7.2634 -3.8408
H -5.0660 8.5714 -4.7669
H -7.3741 8.5791 -0.8771
H -6.2113 9.9540 -1.0635
C 4.4926 5.7495 -3.5270
C 3.8757 7.0225 -2.8169
C 3.8628 8.0641 -3.9094
S 5.4479 7.8706 -4.8404
O 6.3690 8.8045 -4.2404
O 5.1779 7.8603 -6.2491
C 5.7593 6.1449 -4.2652
H 3.7247 5.3074 -4.1617
H 4.6689 4.9949 -2.7603
H 4.5136 7.3898 -2.0131
H 2.8638 6.8289 -2.4609
H 3.6975 9.1064 -3.6368
H 3.1016 7.7522 -4.6245
H 6.6428 6.2008 -3.6294
H 5.8503 5.6450 -5.2296
C 3.5313 1.8567 8.7722
C 3.9714 2.4460 10.1245
C 5.3180 1.7732 10.5756
S 5.5923 0.2203 9.5464
O 5.5426 -0.8901 10.4616
O 6.7584 0.4577 8.7152
C 4.0041 0.3626 8.5802
H 4.0859 2.4574 8.0514
H 2.4637 2.0490 8.6653
H 3.2398 2.2409 10.9060
H 4.0726 3.5304 10.0786
H 5.5562 1.5589 11.6174
H 6.1450 2.3749 10.1987
H 3.4500 -0.3986 9.1293
H 4.2093 0.2276 7.5182
C 0.9243 -11.8852 -3.5472
C 0.4354 -11.3512 -2.2129
C 1.0291 -9.9210 -2.0756
S 1.0422 -9.1226 -3.6508
O 2.3606 -8.5189 -3.8266
O -0.1803 -8.3670 -3.7339
C 0.9334 -10.6892 -4.5608
H 0.3044 -12.7443 -3.8036
H 1.9754 -12.1394 -3.4102
H 0.7573 -12.0220 -1.4164
H -0.6418 -11.1976 -2.1490
H 2.0789 -10.1638 -1.9111
H 0.7649 -9.1641 -1.3371
H 1.7592 -10.7664 -5.2681
H 0.0340 -10.5437 -5.1591
C -7.9367 -7.5562 -1.9933
C -8.6800 -8.9249 -2.1302
C -8.5743 -9.1963 -3.5807
S -6.8590 -8.7173 -4.0411
O -6.9306 -7.8866 -5.2635
O -6.0053 -9.9208 -3.9437
C -6.6161 -7.6162 -2.5892
H -7.9802 -7.1387 -0.9874
H -8.6431 -6.8931 -2.4927
H -9.7527 -8.7838 -1.9972
H -8.2591 -9.7122 -1.5048
H -9.2419 -8.5033 -4.0928
H -8.8061 -10.1865 -3.9729
H -6.0841 -6.7369 -2.9525
H -5.8752 -8.0543 -1.9204
C -9.2808 -0.6390 -7.2923
C -9.1050 -1.6730 -6.2559
C -9.7138 -1.2480 -4.9648
S -9.6706 0.6811 -5.0192
O -8.7769 1.1839 -4.0005
O -11.0356 1.1942 -5.1590
C -8.8691 0.6689 -6.6461
H -10.2863 -0.5897 -7.7102
H -8.5725 -0.8438 -8.0951
H -8.0870 -2.0624 -6.2456
H -9.6550 -2.5426 -6.6156
H -9.1031 -1.5621 -4.1183
H -10.7791 -1.4697 -4.9009
H -7.7970 0.6545 -6.4499
H -8.9771 1.5852 -7.2265
C 10.9538 4.1588 2.7810
C 10.4585 5.5618 2.4676
C 9.0165 5.6010 2.5645
S 8.5120 4.4496 3.8817
O 7.6576 3.3746 3.3583
O 8.1633 5.2380 5.0875
C 10.1905 3.7355 4.0423
H 12.0090 4.1197 3.0511
H 10.7738 3.4406 1.9811
H 10.8148 5.8173 1.4697
H 10.9549 6.2634 3.1379
H 8.5399 5.1535 1.6923
H 8.5463 6.5622 2.7723
H 10.1883 2.6811 4.3187
H 10.5912 4.1940 4.9464
C -7.7355 -0.5030 5.8599
C -8.3155 -1.2602 4.7023
C -8.7046 -0.2658 3.6046
S -8.5477 1.4379 4.3143
O -9.8197 2.1923 4.1841
O -7.2781 2.0350 3.9370
C -8.3909 0.8456 6.0931
H -6.7024 -0.2960 5.5807
H -7.8417 -1.0922 6.7707
H -9.1877 -1.7712 5.1099
H -7.6816 -2.0269 4.2568
H -9.7698 -0.4275 3.4394
H -8.1288 -0.1826 2.6828
H -9.4167 0.6272 6.3899
H -7.8404 1.6256 6.6191
C 2.8187 -7.8883 5.4046
C 2.9552 -6.8485 6.4500
C 3.3717 -7.3455 7.7987
S 4.2301 -9.0191 7.4833
O 3.3169 -10.0290 8.0508
O 5.6424 -8.9119 7.8184
C 4.0090 -8.8929 5.6667
H 2.9125 -7.5327 4.3786
H 1.8608 -8.3982 5.5079
H 2.0468 -6.2494 6.5127
H 3.7185 -6.1364 6.1364
H 2.4744 -7.6528 8.3357
H 3.9881 -6.7059 8.4304
H 3.8462 -9.8765 5.2261
H 4.9116 -8.4161 5.2845
```

Properties
Relative energy (zero: lowest compared OMol25 entry of this formula, charge and spin) (eV): 9.352
LUMO energy (eV): -0.29
HOMO energy (eV): -10.12

Atom charges from the Löwdin analysis, given in e for atoms 1 to 2: number 1, C, carries -0.23; number 2, C, carries -0.23